# 1
Entry from OMol25: a molecular structure, C56H48O4P2ReS2 (ωB97M-V/def2-TZVPD).

Geometry as XYZ:
```
113
Properties=species:S:1:pos:R:3:forces:R:3:mulliken_spin:R:1
Re 1.821734 0.337091 -1.227074 -0.696 -0.218 1.524 2.50
S 3.930434 -0.941509 -0.751274 -0.030 0.061 -0.242 0.02
P 3.443834 0.034091 0.965726 -0.920 0.945 0.285 0.03
C 1.680634 0.189291 0.919726 1.572 -0.620 -1.466 0.12
P 0.403334 -0.967809 1.417126 0.066 0.846 0.212 0.03
S 0.897334 -1.789009 -1.520374 -0.078 0.703 1.283 -0.02
C 1.069734 -2.368909 2.364526 -0.097 -0.008 -0.292 0.03
C 0.267834 -2.992209 3.319126 0.134 0.196 0.023 -0.01
C 0.630634 -4.219009 3.836526 -0.027 -0.185 0.076 0.00
C 1.778034 -4.853509 3.391326 0.023 -0.091 0.024 0.00
C 2.578034 -4.244109 2.439226 0.060 -0.129 0.010 0.00
C 2.220234 -3.014209 1.923026 -0.014 0.147 -0.034 0.00
C -0.525166 -0.057809 2.724126 0.160 -0.188 -0.154 0.02
C -0.004166 0.154691 3.995226 -0.072 0.081 0.056 0.01
C -0.748566 0.814591 4.954526 0.149 0.017 0.148 0.00
C -2.030166 1.253691 4.665326 -0.124 0.141 -0.026 0.00
C -2.555966 1.054191 3.400826 -0.122 -0.005 0.086 0.00
C -1.803366 0.406391 2.436926 0.152 -0.189 -0.029 -0.01
C 4.014234 1.760091 0.685526 0.080 -0.452 -0.112 0.04
C 4.969234 2.037891 -0.288774 0.048 -0.036 0.034 -0.03
C 5.280234 3.349891 -0.597874 0.044 0.150 -0.045 0.00
C 4.638634 4.386991 0.058926 0.061 0.035 -0.044 0.00
C 3.702634 4.112891 1.043726 -0.045 0.069 0.116 0.01
C 3.391834 2.803591 1.361726 0.013 -0.041 -0.018 0.03
C 4.276934 -0.535409 2.475226 -0.253 0.009 -0.275 0.02
C 5.399834 -1.349509 2.447326 -0.120 0.086 -0.089 0.00
C 5.953734 -1.774509 3.642426 0.099 -0.095 0.028 0.00
C 5.379034 -1.407109 4.848926 -0.003 -0.001 0.010 0.00
C 4.261434 -0.586609 4.871226 0.026 -0.013 0.128 0.00
C 3.716334 -0.139009 3.683226 -0.024 0.018 -0.122 0.00
H -0.641066 -2.513009 3.651126 -0.097 0.019 0.048 0.00
H -0.000366 -4.699709 4.569926 -0.054 -0.034 0.087 0.00
H 2.036034 -5.831309 3.768826 0.062 -0.081 0.087 0.00
H 3.465734 -4.744709 2.081226 0.102 -0.015 -0.036 0.00
H 2.824734 -2.550409 1.153826 -0.003 -0.163 -0.066 0.01
H 0.974334 -0.223409 4.250426 0.087 -0.080 0.000 0.00
H -0.325466 0.976391 5.935826 -0.014 0.010 0.112 0.00
H -2.612866 1.755291 5.424026 -0.061 0.040 0.063 0.00
H -3.556966 1.385991 3.161426 -0.039 0.066 0.006 0.00
H -2.217966 0.243391 1.455326 -0.143 0.009 -0.221 0.00
H 5.447234 1.227291 -0.823474 -0.020 0.025 0.028 -0.01
H 6.009934 3.561691 -1.366374 0.043 0.020 -0.035 0.00
H 4.862834 5.410491 -0.202474 0.020 0.088 -0.006 0.00
H 3.200034 4.922391 1.552226 -0.040 0.068 0.050 0.00
H 2.640534 2.577891 2.104526 -0.135 0.014 0.053 -0.02
H 5.821334 -1.650109 1.498326 0.056 -0.075 -0.065 0.00
H 6.828834 -2.408009 3.637526 0.052 -0.046 -0.029 0.00
H 5.801334 -1.764909 5.776926 0.033 -0.015 0.048 0.00
H 3.815734 -0.312609 5.817026 -0.035 0.067 0.027 0.00
H 2.849534 0.506391 3.669226 -0.079 0.030 0.096 0.00
C -4.664866 -0.684609 -2.682874 0.489 0.281 0.237 0.00
C -3.867466 0.173391 -1.691374 -0.926 -0.085 -0.021 0.00
C -4.832466 0.857091 -0.712474 0.531 -0.167 -0.255 0.00
O -2.977766 -0.626909 -0.941674 -0.074 -0.004 -0.051 -0.01
C -1.632866 -0.401509 -1.317974 0.325 0.356 0.265 -0.02
C -1.717066 0.757991 -2.341574 0.610 -0.076 -0.228 0.01
O -3.078766 1.121491 -2.381874 -0.036 0.103 0.154 0.00
C -0.783466 1.964691 -1.991274 -1.320 0.357 -0.082 0.07
O 0.517134 1.494391 -2.066474 1.258 -0.667 0.359 0.00
C -0.900666 3.119091 -2.992774 0.217 -0.138 -0.083 0.01
C -0.202666 4.281691 -2.673274 -0.052 0.088 -0.146 0.00
C -0.278166 5.396791 -3.484574 0.108 0.003 0.114 0.00
C -1.029366 5.354591 -4.647774 -0.033 0.019 -0.154 0.00
C -1.684166 4.186491 -4.994974 -0.059 0.105 -0.122 0.00
C -1.623066 3.070491 -4.173574 0.009 -0.047 0.149 0.00
C -1.124466 2.594791 -0.636674 0.272 -0.160 0.067 -0.02
C -0.147166 2.780291 0.331626 0.071 -0.081 -0.210 0.15
C -0.449366 3.395891 1.532826 0.012 0.118 0.071 0.01
C -1.726566 3.867291 1.771626 0.052 0.090 0.056 0.00
C -2.687966 3.753091 0.781026 -0.104 0.036 -0.063 0.00
C -2.386766 3.139791 -0.423874 -0.080 -0.059 0.118 0.00
C -0.993466 -1.736609 -1.779274 0.020 0.225 0.417 0.00
O 1.496234 -2.149309 -2.805974 0.930 -0.539 -1.615 -0.01
C -1.341066 -2.105309 -3.192874 -0.009 -0.105 -0.189 0.02
C -0.683966 -1.549809 -4.287774 -0.061 -0.020 -0.119 0.01
C -1.026766 -1.928609 -5.575674 0.009 0.155 -0.077 0.00
C -2.022866 -2.861509 -5.795874 0.016 -0.080 -0.011 0.00
C -2.682166 -3.416409 -4.712774 -0.143 -0.022 -0.045 0.00
C -2.354266 -3.034509 -3.426174 0.094 0.027 -0.011 0.00
C -1.235466 -2.906009 -0.842474 -0.369 -0.452 0.224 0.03
C -1.880066 -2.848709 0.386226 -0.252 -0.079 -0.169 -0.01
C -1.979866 -3.980709 1.182126 -0.075 0.008 0.029 0.00
C -1.425566 -5.181209 0.780326 -0.010 -0.070 -0.008 -0.01
C -0.738966 -5.239709 -0.421974 0.064 -0.036 0.020 0.01
C -0.635566 -4.113009 -1.213974 -0.262 -0.123 0.079 -0.03
H -5.184366 -1.459909 -2.126674 -0.091 -0.126 -0.019 0.00
H -3.994466 -1.143109 -3.405374 -0.026 0.002 -0.047 0.00
H -5.385566 -0.061009 -3.203674 -0.102 0.054 -0.062 0.00
H -5.421366 0.080791 -0.231274 -0.117 -0.012 0.067 0.00
H -5.492166 1.536091 -1.246474 -0.067 0.056 -0.041 0.00
H -4.273166 1.403791 0.043426 -0.010 0.008 0.018 0.00
H -1.085766 -0.056109 -0.421974 -0.229 -0.149 -0.323 0.07
H -1.411366 0.406991 -3.335074 -0.043 0.189 0.217 0.01
H 0.389334 4.316391 -1.769474 -0.014 0.028 0.060 0.00
H 0.236934 6.302691 -3.194974 0.056 0.035 -0.048 0.00
H -1.093366 6.226491 -5.283474 -0.032 0.038 -0.041 0.00
H -2.263466 4.141691 -5.906074 -0.032 0.007 -0.074 0.00
H -2.162766 2.180291 -4.453574 -0.087 -0.112 -0.008 0.00
H 0.871134 2.470991 0.130926 -0.210 0.026 0.194 -0.08
H 0.317434 3.519091 2.282426 0.123 -0.011 0.106 0.00
H -1.959666 4.350591 2.710326 -0.038 -0.002 0.051 0.00
H -3.676466 4.162691 0.939926 -0.064 0.020 -0.007 0.00
H -3.122766 3.095991 -1.211674 -0.031 0.017 0.018 0.00
H 0.116134 -0.838209 -4.150274 -0.013 0.003 0.025 0.00
H -0.507966 -1.488809 -6.413474 0.087 0.048 -0.085 0.00
H -2.277466 -3.160609 -6.802174 -0.016 -0.021 -0.074 0.00
H -3.458366 -4.150609 -4.864174 -0.120 -0.060 -0.042 0.00
H -2.895466 -3.458909 -2.592974 0.034 -0.049 0.044 0.00
H -2.346366 -1.938809 0.722226 -0.008 0.063 -0.004 0.00
H -2.502266 -3.911009 2.125426 -0.055 -0.019 0.073 0.00
H -1.530166 -6.066809 1.390026 0.038 -0.039 0.094 0.00
H -0.278066 -6.161909 -0.744774 0.031 -0.073 -0.017 0.00
H -0.088266 -4.167809 -2.144574 0.020 -0.064 -0.115 0.00
```
Positions in Å, forces in eV/Å.

E_HOMO (alpha / beta): -7.1 / -7.2 eV
Spin multiplicity: 4
Charge: 0
Kohn-Sham gap (alpha / beta): 6.6 / 6.3 eV
<S²>: 3.81

***

# 2
Entry from OMol25: a molecular structure, C56H49CuO4P2S2 (ωB97M-V/def2-TZVPD).

Geometry as XYZ:
```
114
Properties=species:S:1:pos:R:3:forces:R:3:mulliken_spin:R:1
Cu 1.297113 -0.290972 -0.571696 0.054 -0.163 0.214 0.58
C -2.964612 -6.349810 -3.801952 0.011 0.074 0.071 0.00
C -2.589527 -5.325464 -2.759942 0.031 -0.087 -0.031 0.00
C -3.175477 -4.057958 -2.769214 -0.014 0.017 -0.009 0.00
C -2.853962 -3.114499 -1.807284 0.071 0.157 -0.182 0.00
C -1.933282 -3.433721 -0.814690 0.007 -0.039 0.041 0.00
C -1.347079 -4.687467 -0.776395 0.037 -0.030 -0.038 0.00
C -1.676987 -5.623479 -1.751608 -0.007 0.006 -0.020 0.00
S -1.334121 -2.242971 0.386904 0.332 -0.061 0.337 0.01
O -0.659863 -3.016240 1.464201 -0.348 0.046 -0.323 0.01
C -2.900667 -1.617665 1.030103 0.094 0.150 -0.043 0.00
C -4.127956 -2.287583 0.828439 0.023 -0.063 0.107 0.00
C -5.275539 -1.792466 1.366937 -0.055 -0.074 -0.010 0.00
C -5.258703 -0.616062 2.148781 0.028 0.099 0.029 0.00
C -6.448204 -0.097225 2.722269 -0.012 -0.060 -0.004 0.00
C -6.413275 1.011807 3.512536 0.064 0.064 0.065 0.00
C -5.180517 1.655140 3.776144 -0.098 0.003 -0.023 0.00
C -4.021811 1.183165 3.234089 0.031 -0.018 -0.159 0.00
C -4.025192 0.037489 2.388739 -0.010 0.087 -0.053 0.00
C -2.826825 -0.473715 1.790345 -0.002 0.069 -0.013 0.01
C -1.542777 0.190513 2.208557 -0.023 -0.028 -0.010 -0.01
C -1.083359 -0.135914 3.532973 0.005 -0.016 -0.081 0.01
C -1.666923 -1.192216 4.274369 0.004 -0.016 -0.012 0.00
C -1.207086 -1.503005 5.520322 0.063 0.016 0.087 0.00
C -0.151765 -0.768155 6.103677 -0.063 -0.078 0.042 0.00
C 0.424589 0.257298 5.416781 0.015 0.056 -0.023 0.00
C -0.021921 0.590631 4.117203 0.019 -0.056 0.004 0.00
C 0.605370 1.616957 3.370995 0.060 0.002 0.117 0.00
C 0.226775 1.862113 2.093221 -0.061 0.064 -0.274 -0.01
C -0.859716 1.154753 1.511731 -0.026 -0.225 -0.104 0.00
S -1.044633 1.581306 -0.239812 -0.103 0.052 0.267 -0.02
O -1.905798 0.629889 -0.998334 -0.033 0.134 0.277 0.00
C -1.937104 3.112755 -0.002281 0.114 0.037 -0.143 0.01
C -1.222889 4.291145 0.169450 -0.039 0.007 0.043 0.00
C -1.913382 5.471342 0.405076 -0.033 -0.024 -0.041 0.00
C -3.307750 5.487381 0.447187 0.032 0.071 0.016 0.00
C -4.056988 6.763241 0.733237 0.058 -0.056 -0.001 0.00
C -3.993042 4.293625 0.230593 -0.088 -0.014 0.021 0.00
C -3.319574 3.103841 0.004870 -0.124 -0.022 -0.011 0.00
H -3.021136 -5.901228 -4.795078 0.009 -0.008 0.040 0.00
H -3.943997 -6.781797 -3.583097 0.031 0.019 0.005 0.00
H -2.242209 -7.164804 -3.833118 -0.012 0.019 0.003 0.00
H -3.905631 -3.814758 -3.535165 0.056 0.002 0.047 0.00
H -3.338630 -2.142500 -1.814389 0.083 -0.029 -0.040 0.00
H -0.643440 -4.912343 0.018066 -0.052 -0.005 -0.042 0.00
H -1.219597 -6.607013 -1.722220 -0.025 0.039 0.006 0.00
H -4.155973 -3.210649 0.268104 0.001 0.030 0.032 0.00
H -6.214800 -2.316119 1.221899 0.050 0.048 -0.002 0.00
H -7.386206 -0.608590 2.531064 0.075 0.029 -0.010 0.00
H -7.325009 1.396331 3.952635 0.031 -0.004 -0.015 0.00
H -5.158840 2.530723 4.413726 -0.004 -0.042 -0.014 0.00
H -3.086254 1.685414 3.442894 -0.022 0.012 -0.006 0.00
H -2.462286 -1.778153 3.834287 0.022 0.002 0.019 0.00
H -1.648081 -2.328597 6.064292 0.010 0.021 -0.009 0.00
H 0.205374 -1.029447 7.092531 -0.032 0.003 -0.046 0.00
H 1.245656 0.819126 5.847446 -0.024 -0.015 -0.027 0.00
H 1.412266 2.181524 3.826083 -0.010 -0.029 -0.027 0.00
H 0.752465 2.607972 1.501767 -0.044 -0.052 0.056 0.00
H -0.137828 4.291136 0.126592 -0.096 -0.004 0.010 0.00
H -1.363880 6.396312 0.544447 -0.026 -0.049 -0.001 0.00
H -3.485697 7.636620 0.418614 -0.017 -0.024 0.002 0.00
H -4.245810 6.861621 1.805134 0.004 -0.011 -0.031 0.00
H -5.021460 6.780197 0.225960 0.029 -0.012 0.006 0.00
H -5.077520 4.291831 0.242105 0.038 0.015 -0.008 0.00
H -3.859812 2.182587 -0.181393 0.043 -0.007 0.056 0.00
O 2.255405 -1.461454 3.089751 -0.092 0.044 -0.014 0.01
C 2.305810 -0.962044 1.998130 -0.454 -0.095 -0.278 -0.01
O 1.299366 -0.926179 1.139519 0.581 0.128 0.284 0.12
C 3.615466 -0.320168 1.540476 0.076 0.067 -0.199 0.01
P 3.535683 0.349404 -0.160474 -0.248 0.241 0.437 0.14
C 3.544603 2.160012 -0.004266 -0.090 0.001 -0.029 0.01
C 4.515905 2.794706 0.771450 0.014 0.006 -0.001 0.00
C 4.533091 4.176013 0.868247 -0.005 0.026 -0.002 0.00
C 3.594129 4.936844 0.176847 0.044 0.005 0.021 0.00
C 2.633449 4.314852 -0.604557 -0.011 -0.055 -0.010 0.00
C 2.603890 2.926381 -0.688295 0.051 0.001 0.048 0.00
C 5.111148 -0.004535 -0.976387 -0.151 -0.049 -0.217 0.03
C 5.544575 0.874500 -1.972429 0.051 0.042 0.017 0.02
C 6.732419 0.637895 -2.644567 -0.008 -0.058 -0.007 -0.01
C 7.494947 -0.481946 -2.331193 0.002 0.011 -0.007 0.02
C 7.058404 -1.368270 -1.356824 -0.042 -0.013 0.021 -0.01
C 5.863043 -1.139511 -0.686538 0.017 -0.080 -0.104 0.02
H 4.390777 -1.073050 1.642091 0.142 -0.045 -0.026 0.01
H 3.857376 0.478058 2.237493 0.064 0.093 0.075 0.00
H 5.267162 2.210773 1.292615 -0.029 0.019 -0.007 0.00
H 5.284109 4.663777 1.477574 -0.031 -0.021 -0.033 0.00
H 3.618494 6.017770 0.245453 0.004 -0.052 0.007 0.00
H 1.908845 4.907483 -1.151427 0.029 -0.039 0.026 0.00
H 1.840749 2.436806 -1.281013 -0.026 0.007 -0.014 0.01
H 4.965435 1.762284 -2.204228 0.040 -0.017 0.017 0.00
H 7.066287 1.328008 -3.409246 -0.003 -0.013 0.037 0.00
H 8.430807 -0.660811 -2.846633 -0.049 0.001 0.021 0.00
H 7.646879 -2.244492 -1.113377 -0.027 0.042 -0.019 0.00
H 5.525443 -1.862667 0.043830 0.000 0.024 0.041 0.00
C 1.792183 1.097999 -3.770966 0.071 0.018 0.153 0.00
P 0.988760 -0.195935 -2.783955 0.238 -0.366 -0.406 0.03
C -0.614780 -0.414042 -3.595343 -0.003 0.080 0.014 0.00
C 1.903774 -1.730946 -3.131657 -0.104 -0.071 0.042 -0.02
C 3.252882 -1.729052 -3.479563 -0.008 0.024 -0.027 0.02
C 3.937766 -2.928597 -3.618309 0.019 -0.033 0.007 0.00
C 3.283182 -4.134801 -3.403686 0.012 0.005 -0.023 0.00
C 1.939328 -4.145093 -3.050228 -0.044 0.066 0.012 0.00
C 1.249377 -2.948576 -2.911002 0.035 0.049 0.010 0.00
H 2.803476 1.298876 -3.415353 -0.029 -0.018 -0.028 0.00
H 1.209468 2.016985 -3.691159 0.008 -0.020 -0.011 0.00
H 1.825719 0.780140 -4.812622 0.014 0.025 -0.035 0.00
H -0.477727 -1.030375 -4.482230 0.003 0.036 -0.079 0.00
H -0.999583 0.567501 -3.871731 -0.059 -0.029 0.041 0.00
H -1.324048 -0.873916 -2.920215 -0.127 -0.088 0.109 0.01
H 3.779279 -0.797391 -3.651170 0.000 -0.025 0.011 0.00
H 4.986664 -2.917952 -3.893096 -0.075 -0.001 0.008 0.00
H 3.820022 -5.069570 -3.517082 -0.031 0.062 0.021 0.00
H 1.423078 -5.082475 -2.877911 0.028 0.061 -0.013 0.00
H 0.200301 -2.966470 -2.624483 0.064 -0.024 -0.026 0.00
```
Positions in Å, forces in eV/Å.

E_HOMO (alpha / beta): -10.1 / -10.1 eV
Spin multiplicity: 2
Charge: +1
Kohn-Sham gap (alpha / beta): 8.0 / 5.3 eV
<S²>: 0.76

***

| no. | maximum force (eV/Å) |
| --- | --- |
| 1 | 2.24 |
| 2 | 0.66 |